1.
This record from the OMol25 dataset describes the molecule C5H7N3 at a distorted geometry. The level of theory is the ωB97M-V functional and the def2-TZVPD basis.

Its energy relative to the best compared isomer or geometry (same formula, charge and spin) is 603.3 kJ/mol. Its HOMO energy is -0.28568 hartree.

Geometry (Å):
C: -0.30252 -0.54182 -0.49531
C: -0.47649 0.81269 -0.92388
C: 0.39418 -0.67418 0.75885
C: -0.75790 1.67329 -1.87659
C: 0.94975 -1.77090 1.29485
N: -0.76565 -1.38736 -1.34972
N: 0.02629 1.69193 0.91088
N: 0.65521 0.58997 1.39597
H: -0.91699 2.70051 -1.67496
H: -1.23207 1.22330 -2.72954
H: 1.57117 -1.60162 2.19180
H: 0.91139 -2.76332 0.79176
H: -0.61318 -2.29735 -0.97707
H: -1.06129 1.49281 0.99925
H: 1.61810 0.85204 1.68370

Atoms 1-6, force components in eV/Å:
-1.2428 0.0434 -2.8228
1.6872 4.1680 3.2011
2.1277 0.3925 2.4081
-1.0860 -2.1162 0.5575
0.0603 -0.4491 -0.5086
0.4820 0.5409 0.9362

2.
This record from the OMol25 dataset describes a cluster of 2 separate species, C24H27NO4 in total at a distorted geometry. The level of theory is the ωB97M-V functional and the def2-TZVPD basis.

Its energy relative to the best compared isomer or geometry (same formula, charge and spin) is 279.6 kJ/mol. Its HOMO energy is -0.24269 hartree.

Geometry (Å):
C: -2.91763 -2.83601 0.57025
C: -2.72740 -1.37944 0.47877
N: -3.56384 -0.52734 1.11056
C: -3.19503 0.79869 0.88395
C: -2.04630 0.78261 0.06280
C: -1.45038 1.99228 -0.28148
C: -2.04232 3.18315 0.16590
C: -3.18945 3.17820 0.97677
C: -3.78473 1.96512 1.34727
C: -1.71624 -0.62680 -0.18641
C: -0.58376 -1.12429 -0.84054
C: -0.04563 -0.58728 -2.05376
C: -0.80507 0.22462 -2.94025
C: -0.20502 0.86389 -4.01131
C: 1.17397 0.75389 -4.22748
C: 1.82486 1.64253 -5.24196
C: 1.90301 -0.17416 -3.46784
C: 1.29990 -0.85246 -2.42419
H: -2.31635 -3.33211 -0.19695
H: -2.58745 -3.18682 1.55919
H: -3.97284 -3.12463 0.44138
H: -4.35822 -0.83901 1.65916
H: -0.55928 1.97987 -0.90686
H: -1.61113 4.13887 -0.13233
H: -3.61281 4.12208 1.32513
H: -4.67202 1.89551 1.97529
H: -0.08530 -1.99216 -0.39906
H: -1.86765 0.35970 -2.74742
H: -0.79889 1.50619 -4.66460
H: 2.88497 1.40025 -5.36444
H: 1.32445 1.58415 -6.21831
H: 1.76073 2.69199 -4.92019
H: 2.95915 -0.33904 -3.69262
H: 1.87100 -1.55270 -1.81690
H: 1.09320 -0.01418 0.80797
C: 1.19648 -0.81722 1.51751
C: 0.44632 -0.74902 2.72655
O: 0.38651 -1.57044 3.63261
O: -0.26917 0.43098 2.81180
C: -0.71709 0.62308 4.15710
C: -1.36747 1.96682 4.33037
C: 2.32633 -1.68429 1.41978
O: 2.66759 -2.58348 2.17541
O: 3.08309 -1.38549 0.30284
C: 4.28755 -2.16736 0.32033
C: 5.21317 -1.74373 -0.79141
H: -1.41484 -0.18216 4.41406
H: 0.14253 0.55789 4.83831
H: -1.90386 1.96941 5.28357
H: -0.60560 2.75135 4.38155
H: -2.08025 2.20814 3.53889
H: 4.80285 -2.03693 1.28220
H: 4.02030 -3.22805 0.21971
H: 5.98723 -2.50766 -0.90527
H: 4.70645 -1.62308 -1.75357
H: 5.71138 -0.80391 -0.53182

Atoms 1-6, force components in eV/Å:
0.0726 -0.5614 0.0195
0.8573 1.0010 0.3777
-0.0142 -0.2801 -0.2970
0.4001 0.1055 -0.2411
-0.5287 -0.1030 0.0393
-0.2900 0.3460 0.1112

3.
This record from the OMol25 dataset describes a structure of composition C36H24BrClMoN5O2 at a distorted geometry. The level of theory is the ωB97M-V functional and the def2-TZVPD basis.

Its expectation value of S² is 2.05. Its energy relative to the best compared isomer or geometry (same formula, charge and spin) is 184.3 kJ/mol. The charge is +1. Its HOMO energy (alpha / beta) is -0.34614 / -0.37141 hartree. The spin multiplicity is 3.

Geometry (Å):
Mo: -0.51563 -0.48821 1.10892
C: 0.15213 0.95138 2.90690
C: -0.01468 1.65556 1.67769
C: -1.29027 2.32345 1.75389
C: -1.83163 2.11056 3.01666
C: -0.96458 1.28616 3.73527
H: 1.10740 0.62268 3.29188
H: 0.81134 2.06040 1.10783
H: -1.69076 2.96945 0.98529
H: -2.77284 2.50066 3.37400
H: -1.09718 0.98099 4.76277
Cl: -4.04624 -1.67878 7.28417
C: -3.50711 -1.43498 5.66258
C: -4.33260 -0.75174 4.75760
C: -3.90945 -0.52111 3.47194
C: -2.63509 -0.92406 3.05846
O: -2.17974 -0.63163 1.85653
C: -1.82147 -1.68222 3.95474
C: -0.63549 -2.31929 3.50229
N: -0.11289 -2.08811 2.33092
C: 0.59765 -3.08066 1.62903
C: 1.48651 -4.00409 2.11556
C: 2.03009 -4.96943 1.24927
C: 1.65359 -5.04145 -0.06437
C: 0.69822 -4.13944 -0.58371
C: 0.18055 -4.18994 -1.89557
C: -0.82596 -3.32793 -2.24922
C: -1.26178 -2.35785 -1.34394
N: -0.73845 -2.21621 -0.13585
C: 0.19232 -3.13969 0.26871
C: -2.29265 -1.92266 5.26013
H: -5.30128 -0.40225 5.08756
H: -4.53130 0.00746 2.76217
H: -0.24521 -3.13699 4.10544
H: 1.79159 -3.98112 3.15385
H: 2.74982 -5.67581 1.63975
H: 2.06378 -5.80024 -0.71818
H: 0.56481 -4.91922 -2.59688
H: -1.28100 -3.38224 -3.22792
H: -2.04611 -1.66047 -1.60737
H: -1.68239 -2.48945 5.95234
Br: -0.21807 7.10579 -3.02838
C: 0.79851 5.61366 -3.59538
C: 0.75042 5.21589 -4.92356
C: 1.47511 4.10917 -5.32519
C: 2.19985 3.36372 -4.39359
C: 2.27808 3.80877 -3.06961
C: 1.58556 4.93685 -2.67395
N: 2.86982 2.23478 -4.89391
N: 3.13650 1.22574 -4.22807
C: 2.61116 0.80835 -3.01232
C: 3.49090 0.11124 -2.18821
C: 3.13491 -0.39518 -0.94018
C: 1.83537 -0.24142 -0.50086
O: 1.32652 -0.64715 0.64741
C: 0.89993 0.41605 -1.34258
N: -0.34674 0.49815 -0.79662
C: -1.30946 1.03976 -1.52852
C: -1.09276 1.46444 -2.83911
C: 0.16401 1.39529 -3.39415
C: 1.23614 0.91040 -2.61839
H: 0.15781 5.77508 -5.63405
H: 1.46946 3.78363 -6.35716
H: 2.90764 3.28191 -2.36376
H: 1.64711 5.29075 -1.65386
H: 4.50918 0.00467 -2.53797
H: 3.85511 -0.91034 -0.31885
H: -2.28149 1.13202 -1.05798
H: -1.91952 1.85978 -3.41230
H: 0.31293 1.69672 -4.42006

Atoms 1-6, force components in eV/Å:
0.9898 2.7435 -0.8207
0.1571 0.1654 0.0788
-0.1130 0.2915 0.4041
0.1698 0.1795 -0.0098
-0.0383 -0.0389 0.0876
-0.0274 0.1839 0.0698

4.
This record from the OMol25 dataset describes the molecule C14H20N2O3. The level of theory is the ωB97M-V functional and the def2-TZVPD basis.

As for the SMILES: CCOC(=O)CCCCNC(=O)Nc1ccccc1. Its energy relative to the best compared isomer or geometry (same formula, charge and spin) is 41.6 kJ/mol. Its HOMO energy is -0.30309 hartree.

Geometry (Å):
C: -6.56810 -1.31982 0.58931
C: -5.68270 -1.68217 -0.59404
H: -6.27853 -1.87790 -1.48772
H: -5.06947 -2.55680 -0.35378
O: -4.82105 -0.59921 -0.95324
C: -3.68157 -0.46997 -0.26775
O: -3.33946 -1.20645 0.61992
C: -2.87805 0.70410 -0.78192
H: -2.44302 0.40450 -1.73916
H: -3.55628 1.53553 -0.97692
C: -1.77370 1.09375 0.19580
H: -2.22613 1.46968 1.11641
C: -0.83943 2.14952 -0.38870
H: -0.34172 1.75358 -1.27577
C: 0.23217 2.59707 0.61102
N: 1.11603 1.52566 1.01018
C: 2.24329 1.25021 0.28121
O: 2.65076 1.98508 -0.59081
N: 2.85856 0.08615 0.68727
C: 4.05137 -0.47606 0.22856
C: 4.48968 -1.65164 0.83679
C: 5.65804 -2.26054 0.42231
C: 6.40602 -1.70733 -0.60329
C: 5.97212 -0.54022 -1.20852
C: 4.80391 0.07809 -0.80256
H: 4.46870 0.98652 -1.27318
H: 6.54930 -0.10172 -2.00910
H: 7.31918 -2.18360 -0.92704
H: 5.98486 -3.17075 0.90364
H: 3.90873 -2.08762 1.63885
H: 2.42912 -0.41841 1.44996
H: 0.71355 0.80740 1.59038
H: 0.86134 3.36099 0.14952
H: -0.23587 3.00893 1.50923
H: -1.41775 3.02517 -0.68851
H: -1.21413 0.19078 0.44666
H: -7.14227 -0.42311 0.36905
H: -5.95570 -1.14141 1.46974
H: -7.25179 -2.13798 0.79621

Atoms 1-6, force components in eV/Å:
0.3133 0.0576 -0.2696
-0.1907 -0.3964 0.2855
0.1088 0.0059 0.0913
-0.1212 0.1058 -0.1203
-0.1449 0.2031 -0.2254
0.1892 0.2202 -0.1354

5.
This record from the OMol25 dataset describes the molecule C7H15NOSi at a distorted geometry. The level of theory is the ωB97M-V functional and the def2-TZVPD basis.

As for the SMILES: C=C[Si@](C)(NCC)C(C)=O. Its energy relative to the best compared isomer or geometry (same formula, charge and spin) is 92.4 kJ/mol. Its HOMO energy is -0.31847 hartree.

Geometry (Å):
C: -2.85705 -0.35820 -0.78122
C: -1.71252 0.01561 -1.33483
C: 0.90955 -1.83317 -1.22742
C: 2.23608 -2.20917 -0.60457
C: 0.47190 2.59643 1.43479
C: -0.89977 -1.18640 1.23366
C: 0.56046 2.32202 -0.04344
N: 0.96748 0.93203 -0.28592
O: 0.45656 -2.32101 -2.25170
Si: -0.12380 -0.45806 -0.34059
H: -3.64324 -0.46716 -1.42795
H: -3.07310 -0.37180 0.21213
H: -1.68038 0.03835 -2.38920
H: 2.11964 -2.34533 0.36992
H: 2.88565 -1.41940 -0.91243
H: 2.55580 -3.21022 -0.98031
H: 1.48019 2.32578 2.02977
H: 0.12174 3.69071 1.77091
H: -0.24502 1.95382 1.84537
H: -1.73421 -0.56938 1.57178
H: -1.32772 -2.16199 1.01956
H: -0.09061 -1.25653 1.99628
H: -0.44583 2.43811 -0.47824
H: 1.18713 2.98205 -0.66066
H: 1.88108 0.87292 0.23434

Atoms 1-6, force components in eV/Å:
1.2888 1.2540 -1.8410
1.9893 -1.4012 1.5894
-0.9619 0.0929 -0.3082
-0.4693 -1.4692 -4.7790
2.2342 2.6426 1.9603
1.2123 0.3605 0.1294

6.
This record from the OMol25 dataset describes the ion C8H10Br2NO with charge +1 at a distorted geometry. The level of theory is the ωB97M-V functional and the def2-TZVPD basis.

As for the SMILES: [NH3+]CC(Br)(Br)c1ccc(O)cc1. Its energy relative to the best compared isomer or geometry (same formula, charge and spin) is 0.0 kJ/mol. The charge is +1. Its HOMO energy is -0.44587 hartree.

Geometry (Å):
C: -0.86763 0.59724 0.69750
C: -0.61958 -1.70548 0.18936
C: -2.26671 0.48868 0.84033
C: -1.99974 -1.81500 0.35063
C: -0.04702 -0.46812 0.28146
C: -2.83797 -0.77214 0.59272
C: 1.63048 1.29787 -0.83788
C: 1.36081 -0.09678 0.06394
N: 3.02418 1.35851 -1.16482
O: -4.20889 -0.91243 0.69916
Br: 2.45242 -1.46752 -0.85840
Br: 2.22464 0.31320 1.85916
H: -0.49457 1.66111 0.62034
H: -0.00264 -2.53708 -0.07873
H: -2.94391 1.19955 1.16111
H: -2.34203 -2.88401 0.17906
H: 0.85726 1.20866 -1.69429
H: 1.33973 1.99596 -0.20092
H: 3.62770 1.53238 -0.32300
H: 3.15363 2.31126 -1.56782
H: 3.38154 0.50839 -1.55430
H: -4.42169 -1.81424 0.74540

Atoms 1-6, force components in eV/Å:
-1.4379 2.0717 -1.1151
-0.3802 0.3829 -0.1606
1.9378 -2.5450 -0.7316
0.7126 -3.6039 -1.0042
-0.5165 1.6658 0.4932
-0.9889 0.6445 0.9309

The highest energy relative to the best compared isomer or geometry (same formula, charge and spin) belongs to which entry?
C5H7N3

The lowest energy relative to the best compared isomer or geometry (same formula, charge and spin) belongs to which entry?
C8H10Br2NO